[1]
The following is a quantum chemistry calculation of the molecule C5H7N at a distorted geometry, from the OMol25 dataset.

Properties
HOMO, eV: -9.7678
HOMO-LUMO gap, eV: 10.31
Total charge: 0
F_max, eV Å⁻¹: 1.72
SMILES: C=CC(=N)C=C
Molecular weight, g/mol: 81.12

CARTESIAN COORDINATES (ANGSTROEM)
C1 0.85594 -1.56208 -0.77201
C2 0.99869 -1.00579 0.45001
C3 0.44418 0.32858 0.73306
N1 0.65708 0.94545 1.84642
C4 -0.34108 0.92199 -0.39236
C5 -1.67451 0.77150 -0.42027
H1 0.09365 -1.32979 -1.50560
H2 1.40583 -2.46770 -1.01775
H3 1.69563 -1.39832 1.18413
H4 0.14006 1.83123 1.85962
H5 0.18859 1.58168 -1.06845
H6 -2.28072 1.29100 -1.15474
H7 -2.18333 0.09224 0.25794

***

[2]
The following is a quantum chemistry calculation of the molecule C7H9N at a distorted geometry, from the OMol25 dataset.

Properties
HOMO, eV: -6.2194
HOMO-LUMO gap, eV: 6.93
Total charge: 0
F_max, eV Å⁻¹: 3.90
Molecular weight, g/mol: 107.16

CARTESIAN COORDINATES (ANGSTROEM)
C1 -0.19295 -1.53264 -1.45627
C2 -1.02157 -1.41765 -0.17603
C3 -0.87581 0.52280 1.73281
C4 0.80630 1.51549 0.68528
C5 0.78679 -0.19818 -1.29399
C6 0.03959 0.69279 -0.38855
C7 -0.78578 -0.23921 0.51183
H1 0.49419 -2.54187 -1.36273
H2 -0.62194 -1.61366 -2.49254
H3 -1.54920 -2.18231 0.33732
H4 -1.38674 0.32962 2.67329
H5 0.54361 1.83332 2.78859
H6 1.66667 2.24657 0.45615
H7 0.98251 0.26392 -2.25359
H8 -0.66757 1.49623 -0.86274
H9 1.65049 -0.57998 -0.72400
N1 0.13142 1.40476 1.82519

***

[3]
The following is a quantum chemistry calculation of a structure of composition C40H70BrN3O9PbSSbSi4, from the OMol25 dataset.

Properties
HOMO, eV: -4.3133
HOMO-LUMO gap, eV: 5.76
Total charge: -1
F_max, eV Å⁻¹: 0.19
Molecular weight, g/mol: 1290.29

CARTESIAN COORDINATES (ANGSTROEM)
Pb1 1.19438 -0.04154 0.10744
C1 -1.63594 0.21550 3.55227
Si1 -2.25730 -1.14198 2.41407
C2 -1.63524 -2.79876 3.07056
C3 -4.14637 -1.17558 2.52741
Si2 -1.51184 -0.81906 0.22525
Si3 -2.78486 0.94974 -0.64498
C4 -1.98787 1.60558 -2.21957
C5 -4.55500 0.47851 -1.12260
C6 -2.94407 2.35567 0.60031
Si4 -2.11027 -2.69347 -1.03373
C7 -1.52215 -2.45068 -2.81621
C8 -1.38018 -4.29692 -0.33323
C9 -3.96064 -3.07484 -1.12547
H1 -1.99340 0.06111 4.57502
H2 -1.96937 1.20062 3.21942
H3 -0.54447 0.21269 3.56041
H4 -1.88029 -2.91708 4.13021
H5 -0.54865 -2.85242 2.97060
H6 -2.07428 -3.63480 2.52112
H7 -4.46850 -1.34301 3.55986
H8 -4.57038 -1.96807 1.90666
H9 -4.57491 -0.22834 2.19215
H10 -1.87536 0.79569 -2.94671
H11 -0.99701 2.01522 -2.01617
H12 -2.60069 2.39017 -2.67537
H13 -4.56989 -0.13829 -2.02431
H14 -5.12944 1.38637 -1.33215
H15 -5.06489 -0.07092 -0.32868
H16 -1.97259 2.66392 0.99083
H17 -3.55962 2.05097 1.45044
H18 -3.42055 3.22379 0.13558
H19 -0.56393 -1.92906 -2.86308
H20 -2.24553 -1.83258 -3.35608
H21 -1.42669 -3.39942 -3.35254
H22 -0.40889 -4.14305 0.13390
H23 -1.28198 -5.05672 -1.11511
H24 -2.05024 -4.69356 0.43352
H25 -4.52945 -2.28430 -1.61369
H26 -4.37466 -3.21465 -0.12412
H27 -4.11803 -4.00343 -1.68401
O1 -0.27231 3.53742 3.18840
C10 -0.01561 4.52863 2.32067
C11 -0.20712 5.84162 2.75939
C12 0.04425 6.90345 1.91380
C13 0.49063 6.68692 0.61228
C14 0.67792 5.38881 0.17698
C15 0.43434 4.29916 1.00955
C16 0.64314 2.91496 0.47629
O2 1.02426 2.74359 -0.68978
O3 0.40729 1.94319 1.28301
H28 -0.04920 2.69452 2.71705
H29 -0.55531 5.99517 3.77270
H30 -0.10925 7.91473 2.27175
H31 0.68497 7.52150 -0.04838
H32 1.02055 5.17695 -0.82802
C17 5.24610 1.35221 -3.77626
C18 4.17041 1.02301 -2.74704
C19 4.20143 2.01016 -1.57960
Sb1 2.11902 0.80409 -3.46810
C20 2.46344 -0.07386 -5.44502
C21 3.20898 -1.39467 -5.26662
C22 3.10470 0.77796 -6.53532
C23 1.57297 2.83922 -4.01395
C24 0.36153 2.78084 -4.94209
C25 2.66006 3.74924 -4.57410
H33 6.22148 1.41527 -3.28030
H34 5.06687 2.31248 -4.26199
H35 5.32471 0.59216 -4.55435
H36 4.37908 0.02643 -2.34316
H37 3.89467 3.01212 -1.88392
H38 5.21795 2.08148 -1.17860
H39 3.54806 1.71031 -0.76197
H40 1.44174 -0.31070 -5.76169
H41 4.23549 -1.23493 -4.92775
H42 3.26079 -1.94375 -6.21268
H43 2.72335 -2.05038 -4.53958
H44 4.11355 1.09609 -6.26888
H45 2.52212 1.67274 -6.75177
H46 3.17963 0.20275 -7.46611
H47 1.24981 3.23108 -3.04744
H48 0.61632 2.36003 -5.91810
H49 -0.03387 3.78743 -5.11584
H50 -0.44551 2.18153 -4.51765
H51 3.09406 3.36156 -5.49742
H52 3.47013 3.90302 -3.86256
H53 2.23576 4.73429 -4.80280
Br1 1.53087 -2.05426 5.15011
C26 1.84905 -0.18898 5.34873
C27 1.72434 0.31368 6.63630
C28 1.95609 1.65809 6.87528
C29 2.33210 2.48999 5.83099
C30 2.47449 1.96803 4.55849
C31 2.22401 0.62325 4.28621
C32 2.32823 0.21690 2.82783
O4 1.44653 -0.60958 2.40320
O5 3.17029 0.78540 2.13242
H54 1.44216 -0.35080 7.44128
H55 1.84137 2.04997 7.87802
H56 2.50690 3.54366 6.00494
H57 2.76907 2.59444 3.72725
C33 3.36720 -9.18280 -1.22139
C34 4.69837 -8.71204 -0.66159
S1 4.80875 -6.96149 -0.34386
O6 4.44592 -6.25863 -1.54696
O7 6.09184 -6.73717 0.27001
C35 3.57879 -6.60972 0.90978
C36 2.16870 -6.32124 0.40459
N1 2.04036 -5.02080 -0.23452
C37 2.04720 -3.83396 0.42827
N2 1.91641 -2.81538 -0.40280
C38 1.84912 -3.33871 -1.65217
C39 1.92054 -4.69662 -1.57318
N3 1.76994 -5.61399 -2.64940
O8 1.52545 -6.78847 -2.39903
O9 1.88096 -5.16529 -3.77043
C40 2.15278 -3.69912 1.90322
H58 3.45948 -10.21614 -1.55506
H59 3.05905 -8.57130 -2.06779
H60 2.57839 -9.15273 -0.46901
H61 5.51223 -8.86065 -1.37445
H62 4.97658 -9.20536 0.27027
H63 3.99912 -5.75670 1.44328
H64 3.57819 -7.45758 1.59697
H65 1.48968 -6.33493 1.25828
H66 1.82916 -7.06727 -0.30260
H67 1.72480 -2.73385 -2.53435
H68 1.54369 -4.44111 2.42308
H69 1.81630 -2.70154 2.18581
H70 3.18665 -3.80081 2.24252

***

[4]
The following is a quantum chemistry calculation of a structure of composition C40H49AgBN9O2S6, from the OMol25 dataset.

Properties
HOMO, eV: -7.4050
HOMO-LUMO gap, eV: 6.74
Total charge: 0
F_max, eV Å⁻¹: 0.70
Molecular weight, g/mol: 998.98

CARTESIAN COORDINATES (ANGSTROEM)
Ag1 -0.15038 -0.36275 0.21867
C1 1.85169 0.67060 4.63486
C2 0.40523 0.50305 4.29690
C3 -0.52414 0.11688 5.20635
C4 -1.88874 -0.00154 4.84660
N1 -2.26897 0.15248 3.60813
N2 -1.33760 0.43984 2.69486
B1 -1.79656 0.71319 1.21294
N3 -3.08563 0.01122 0.74671
N4 -4.14765 0.59223 1.35318
C5 -5.32870 0.11581 1.12946
C6 -5.51298 -1.00630 0.27091
C7 -4.46590 -1.55898 -0.38089
C8 -4.61732 -2.74472 -1.28414
C9 -3.16713 -0.98914 -0.15076
S1 -1.82192 -1.58111 -0.98811
C10 -6.51602 0.75561 1.84279
C11 -7.07421 -0.28302 2.84148
C12 -6.07960 2.01310 2.59242
C13 -7.59386 1.13323 0.82038
N5 -1.85344 2.25500 1.03154
N6 -2.03279 2.91888 2.18924
C14 -2.00278 4.21292 2.19705
C15 -1.78218 4.94125 0.99705
C16 -1.59242 4.29126 -0.17372
C17 -1.30302 5.01475 -1.44984
C18 -1.63846 2.84870 -0.17150
S2 -1.41391 1.91439 -1.54453
C19 -2.18980 4.87795 3.56420
C20 -1.94282 6.38221 3.47854
C21 -1.20708 4.25715 4.56756
C22 -3.62648 4.61637 4.04275
C23 -0.04885 0.69399 2.96038
S3 0.96694 1.24794 1.67710
C24 -2.92365 -0.30363 5.92349
C25 -2.70797 -1.73864 6.43597
C26 -2.72537 0.68822 7.07820
C27 -4.34706 -0.16417 5.37956
H1 2.02534 0.48416 5.69398
H2 2.19450 1.67530 4.38302
H3 2.43968 -0.02933 4.03909
H4 -0.21234 -0.11142 6.21985
H5 -6.50514 -1.42277 0.14125
H6 -5.67054 -2.97651 -1.43246
H7 -4.11732 -3.60635 -0.82877
H8 -4.14068 -2.56634 -2.24987
H9 -6.26778 -0.77078 3.39407
H10 -7.64306 -1.06190 2.32470
H11 -7.74186 0.20614 3.55560
H12 -5.31103 1.77459 3.32814
H13 -6.93970 2.45471 3.10420
H14 -5.66194 2.75353 1.90319
H15 -7.96484 0.26682 0.26820
H16 -7.21082 1.86141 0.09929
H17 -8.44539 1.58152 1.33995
H18 -1.72860 6.02426 1.01937
H19 -1.25552 6.09104 -1.28198
H20 -2.07012 4.79510 -2.19575
H21 -0.35988 4.66311 -1.86875
H22 -0.93960 6.60838 3.10205
H23 -2.03311 6.81796 4.47625
H24 -2.67772 6.87579 2.83447
H25 -0.17084 4.41672 4.25128
H26 -1.37834 3.18073 4.64774
H27 -1.34364 4.71116 5.55449
H28 -4.35663 5.04763 3.35002
H29 -3.78398 5.06359 5.03107
H30 -3.80625 3.54219 4.10494
H31 -1.65538 -1.93801 6.66661
H32 -3.03812 -2.45788 5.68723
H33 -3.29022 -1.89099 7.35149
H34 -1.79351 0.50765 7.62274
H35 -3.54978 0.58495 7.78674
H36 -2.71709 1.72016 6.71216
H37 -4.46252 -0.74120 4.46289
H38 -4.58131 0.88469 5.16506
H39 -5.05684 -0.53336 6.12671
O1 -3.87532 -2.41200 3.36554
S4 -2.91361 -3.31795 2.78400
O2 -3.42073 -4.26139 1.82028
N7 -1.64577 -2.50061 2.14864
C28 -0.49190 -2.88329 2.66323
S5 1.03368 -2.42238 2.08896
C29 -0.65309 -3.80647 3.84480
C30 0.31413 -4.27573 4.71410
C31 -0.08859 -5.07656 5.77819
C32 -1.43054 -5.40801 5.96374
C33 -2.40280 -4.94059 5.08743
C34 -1.98094 -4.14261 4.04275
H40 1.35451 -4.01484 4.55935
H41 0.65306 -5.45193 6.47264
H42 -1.71990 -6.03205 6.80115
H43 -3.45012 -5.18842 5.21678
N8 6.07525 -1.24382 -3.66422
C35 5.13950 -0.30726 -3.87716
S6 5.32866 0.87275 -5.01320
C36 3.93340 -0.41304 -2.98944
C37 3.99170 -1.06014 -1.75909
C38 2.85549 -1.12818 -0.97326
N9 1.69117 -0.60514 -1.34574
C39 1.62813 0.01398 -2.52697
C40 2.71733 0.13660 -3.37060
H44 6.89924 -1.22620 -4.23906
H45 5.92210 -2.02752 -3.05393
H46 4.91315 -1.48169 -1.37661
H47 2.87103 -1.61945 -0.00620
H48 0.66866 0.42968 -2.79963
H49 2.62931 0.65203 -4.31593

***

[5]
The following is a quantum chemistry calculation of the molecule C4H6O2, from the OMol25 dataset.

Properties
HOMO, eV: -10.0210
HOMO-LUMO gap, eV: 10.99
Total charge: 0
F_max, eV Å⁻¹: 0.57
SMILES: O=CC[C@H]1CO1
Molecular weight, g/mol: 86.09

CARTESIAN COORDINATES (ANGSTROEM)
O1 -0.56408 0.25915 2.32980
C1 -0.54361 -0.74647 1.65960
C2 -0.40446 -0.76634 0.15584
C3 -0.19163 0.59781 -0.45109
C4 1.04056 0.94330 -1.15882
O2 -0.14599 0.62575 -1.87036
H1 -0.64411 -1.74373 2.13963
H2 -1.31935 -1.21141 -0.26020
H3 0.40354 -1.46115 -0.11120
H4 -0.77205 1.40167 -0.00002
H5 1.36686 1.97981 -1.22697
H6 1.83391 0.19988 -1.23234

***

[6]
The following is a quantum chemistry calculation of the molecule C7H10N2 at a distorted geometry, from the OMol25 dataset.

Properties
HOMO, eV: -8.5404
HOMO-LUMO gap, eV: 9.40
Total charge: 0
F_max, eV Å⁻¹: 3.60
SMILES: C=C1CN2[C@@H]3[C@@H]1NC[C@@H]32
Molecular weight, g/mol: 122.17

CARTESIAN COORDINATES (ANGSTROEM)
C1 2.67722 -0.83583 0.11048
C2 1.44217 -0.21688 0.21709
C3 1.15903 1.19712 -0.39434
N1 -0.14634 1.65219 0.15822
C4 -0.59371 0.57372 1.02960
C5 -0.04356 -0.60232 0.28116
N2 -1.17744 -1.44770 0.32102
C6 -2.10222 -0.49353 -0.40833
C7 -1.60394 0.93467 -0.00721
H1 2.87085 -1.93204 0.18964
H2 3.56241 -0.25266 0.03680
H3 1.96513 1.92275 -0.10893
H4 1.30547 1.18473 -1.45735
H5 -0.48531 0.77018 2.15346
H6 -0.04414 -0.27804 -0.76540
H7 -1.16635 -2.34954 -0.24033
H8 -2.12905 -0.83523 -1.47953
H9 -3.13678 -0.68110 0.06452
H10 -2.35346 1.68951 0.29943